1.
{
  "formula": "C10H20ErFO4P",
  "method": "ωB97M-V with the def2-TZVPD basis set",
  "elements": ["C", "C", "C", "C", "C", "C", "C", "C", "C", "C", "O", "P", "O", "O", "O", "F", "H", "H", "H", "H", "H", "H", "H", "H", "H", "H", "H", "H", "H", "H", "H", "H", "H", "H", "H", "H", "Er"],
  "coordinates": [[2.90071, -1.76992, 1.12738], [2.20327, -1.16406, -0.23916], [3.10066, -0.11302, -1.16513], [0.84210, -1.52664, -0.71923], [-0.28724, -2.37462, 0.11423], [-1.83173, -1.86507, -0.09033], [-2.04662, -0.24121, -0.00018], [-3.67086, 0.03155, 0.29168], [-1.75087, 0.54668, -1.44539], [-0.69406, 1.76712, -1.08086], [-1.19183, 2.68593, -0.04135], [-0.05473, 2.88606, 1.26253], [1.04929, 3.98066, 0.84326], [-0.88439, 3.51739, 2.69902], [0.81303, 1.43207, 1.70532], [0.25397, 0.83522, 2.74841], [2.24100, -2.62010, 1.63683], [3.95757, -2.20445, 0.79452], [3.08250, -0.88760, 1.88259], [2.59029, 0.03296, -2.22929], [3.19794, 0.87912, -0.55094], [4.20824, -0.51121, -1.32762], [0.55605, -1.20914, -1.83190], [-0.20003, -3.50286, -0.26596], [0.05473, -2.41977, 1.25658], [-2.35456, -2.28187, -1.07483], [-2.46013, -2.33845, 0.80709], [-1.46889, 0.25384, 0.90642], [-3.87878, 1.20158, 0.24427], [-4.04653, -0.47082, 1.28140], [-4.23080, -0.42005, -0.65357], [-1.34686, -0.18923, -2.28077], [-2.74276, 1.03331, -1.88606], [0.36140, 1.30262, -0.86250], [-0.57144, 2.40027, -2.08179], [-1.46884, 4.26803, 2.33721], [5.76920, -0.94432, -2.11188]],
  "atomic_forces_ev_per_a": [[-0.28, 0.82, -0.82], [-2.83, -1.34, -1.19], [-1.99, -0.46, 0.84], [2.92, 0.71, 0.61], [1.12, -0.65, -0.24], [-0.49, 0.12, 0.84], [-1.84, -0.04, -0.36], [0.45, 0.09, -1.12], [-0.24, 0.45, 1.37], [0.74, -1.35, -4.11], [3.86, -0.15, 3.38], [-3.31, 0.96, 1.73], [-1.40, -1.85, -0.01], [1.68, -1.31, -5.07], [-0.07, 4.23, -3.21], [-1.49, -1.34, 2.36], [1.60, 1.95, -1.32], [-2.10, 0.68, 0.88], [-0.26, -1.85, -1.34], [1.22, -0.16, 2.25], [0.16, -1.72, -1.46], [-3.59, 1.03, 1.52], [0.64, -0.56, 2.61], [-0.22, 2.42, 0.72], [-1.01, 0.35, -2.50], [1.43, 0.95, 1.99], [1.46, 0.97, -1.96], [-0.84, -1.22, -1.93], [0.39, -2.54, 0.42], [0.74, 1.13, -1.97], [0.98, 0.81, 2.18], [-0.47, 1.82, 1.80], [2.14, -1.05, 1.10], [-2.04, 0.92, 0.12], [-0.26, -1.01, 2.37], [0.77, -1.04, 0.74], [2.41, -0.78, -1.22]],
  "e_lumo_ev": [-12.46, -13.88],
  "gap_ev": [5.2, 3.8],
  "s_squared": 3.764,
  "total_charge": 3,
  "e_tot_ev": -58467.7331,
  "multiplicity": 4
}

***

2.
{
  "formula": "C4H4N4O4",
  "method": "ωB97M-V with the def2-TZVPD basis set",
  "elements": ["C", "C", "C", "C", "N", "N", "N", "N", "O", "O", "O", "O", "H", "H", "H", "H"],
  "coordinates": [[-2.10392, 0.68519, -0.07531], [-1.34961, 1.80805, -0.08067], [-1.27446, -0.40099, 0.15699], [-0.02431, 0.11683, 0.40666], [-0.02074, 1.46555, 0.20537], [2.08306, -1.04568, -0.08231], [-1.72166, -1.79876, 0.10822], [3.02580, -0.17898, 0.09714], [-2.85758, -2.02922, -0.22548], [-0.89803, -2.54393, 0.55084], [2.75438, 0.96587, 0.50573], [4.12583, -0.63056, -0.24709], [-3.19500, 0.55948, -0.35706], [-1.41706, 2.87927, -0.50930], [0.70375, 2.13962, -0.01092], [2.16955, -1.99174, -0.44281]],
  "atomic_forces_ev_per_a": [[-2.99, 0.32, -1.22], [1.62, 2.55, -1.07], [0.44, -0.71, 0.05], [1.86, -0.25, -1.15], [-1.27, -0.90, -0.33], [-3.68, 1.33, 1.05], [0.38, 2.41, 1.17], [0.41, 0.54, -0.60], [-0.02, -0.31, -0.37], [0.64, -1.98, -0.01], [0.76, -1.53, -0.45], [0.04, 0.78, 0.53], [1.63, 0.36, 0.58], [-0.68, -2.03, 1.21], [0.47, -0.84, 0.54], [0.41, 0.25, 0.06]],
  "e_lumo_ev": [-3.09, -2.22],
  "gap_ev": [6.9, 7.6],
  "de_lowest_kcal_mol": 293.6,
  "e_tot_ev": -18351.3850
}

***

3.
{
  "formula": "C28H38N4OP2Tc",
  "method": "ωB97M-V with the def2-TZVPD basis set",
  "elements": ["Tc", "C", "C", "C", "C", "C", "C", "C", "C", "C", "H", "H", "H", "H", "H", "H", "H", "H", "H", "H", "H", "H", "H", "H", "H", "P", "P", "N", "N", "N", "N", "C", "C", "C", "C", "C", "C", "C", "C", "C", "C", "C", "C", "C", "C", "C", "C", "C", "C", "H", "H", "H", "H", "H", "H", "H", "H", "H", "H", "H", "H", "H", "H", "H", "H", "H", "H", "H", "H", "C", "O", "H", "H", "H"],
  "coordinates": [[-1.21110, 0.20563, -0.00645], [0.10107, -0.14468, -2.10814], [-1.00579, 0.72123, -2.11653], [-2.30822, 0.29090, -2.76159], [-3.22864, -0.66466, -1.98822], [-2.76698, -1.04726, -0.60285], [-1.58584, -1.83759, -0.39069], [-0.83835, -2.49271, -1.52648], [0.06329, -1.59030, -2.39966], [-1.67040, -0.07757, 1.97984], [1.09712, 0.29188, -2.21969], [-0.79516, 1.79673, -2.22899], [-2.05765, -0.18788, -3.71725], [-2.87452, 1.20494, -3.00277], [-4.22624, -0.20437, -1.89407], [-3.38888, -1.56033, -2.61053], [-3.56886, -1.14342, 0.13831], [-1.54824, -2.43736, 0.52689], [-1.52354, -3.03810, -2.18930], [-0.19997, -3.27130, -1.08519], [1.09364, -1.96675, -2.28990], [-0.19102, -1.77546, -3.45864], [-0.82246, -0.00495, 2.67275], [-2.14064, -1.05011, 2.16579], [-2.39065, 0.67825, 2.32724], [-7.43802, -0.79253, -2.19538], [-6.16196, 1.52204, -4.31168], [-7.63236, -2.52960, -2.12600], [-9.11278, -0.45026, -1.49929], [-5.49269, 0.49686, -5.59845], [-6.38406, 2.92668, -5.38205], [-8.00754, -0.63711, -3.95074], [-7.87484, 0.80779, -4.47061], [-6.77839, -3.33995, -1.36698], [-7.19595, -4.65895, -1.47736], [-8.36995, -4.66840, -2.30160], [-8.60631, -3.35687, -2.69761], [-9.29022, 0.29662, -0.33137], [-10.65137, 0.41041, -0.06397], [-11.34601, -0.31384, -1.08347], [-10.38110, -0.80788, -1.95960], [-4.24948, -0.09530, -5.37688], [-3.97306, -0.98453, -6.39427], [-5.07707, -0.94302, -7.29841], [-6.01462, -0.06576, -6.76560], [-6.68146, 3.02843, -6.74739], [-6.94390, 4.35411, -7.05676], [-6.82991, 5.10694, -5.84254], [-6.50398, 4.21650, -4.83301], [-9.06397, -0.92903, -4.04630], [-7.42616, -1.34516, -4.56673], [-8.17197, 0.83998, -5.53037], [-8.53274, 1.48862, -3.90191], [-5.95650, -2.88197, -0.83231], [-6.71954, -5.52232, -1.03292], [-8.97021, -5.53061, -2.56919], [-9.37663, -2.95508, -3.33850], [-8.42792, 0.67295, 0.20083], [-11.10463, 0.94489, 0.76101], [-12.41273, -0.47987, -1.16304], [-10.52230, -1.36475, -2.87375], [-3.68977, 0.20217, -4.50835], [-3.08538, -1.60515, -6.46230], [-5.17024, -1.48671, -8.23115], [-6.99428, 0.20863, -7.13518], [-6.65680, 2.16656, -7.39734], [-7.20271, 4.73911, -8.03981], [-6.97858, 6.17508, -5.73635], [-6.32879, 4.36138, -3.77680], [1.96971, 0.24337, 0.47252], [0.56773, 0.29274, 0.39634], [2.41462, 0.39770, -0.51532], [2.22143, -0.73947, 0.87164], [2.24912, 1.04998, 1.14765]],
  "atomic_forces_ev_per_a": [[1.47, -0.29, 3.05], [-1.34, 1.83, -1.62], [1.18, -0.39, -2.10], [-0.20, 0.15, -0.39], [-0.82, -0.25, -0.32], [0.21, -0.82, -0.13], [-1.13, -0.59, -0.23], [0.51, -0.37, -0.08], [0.67, -1.16, 0.13], [-0.79, 0.07, 0.91], [-0.33, 0.14, 0.77], [0.16, -0.42, 0.34], [0.11, 0.22, 0.16], [0.31, -0.24, 0.10], [0.33, -0.16, 0.00], [0.01, 0.05, 0.30], [0.41, 0.22, 0.05], [0.00, 0.51, -0.21], [-0.18, 0.20, 0.33], [-0.18, 0.26, -0.16], [-0.36, 0.15, -0.17], [0.05, 0.44, 0.18], [0.06, 0.05, -0.46], [-0.03, 0.15, -0.03], [-0.11, 0.02, -0.14], [-3.87, -1.71, 0.40], [-0.32, -1.86, -2.42], [0.78, -0.35, 0.14], [0.99, 0.82, 0.08], [0.58, -0.13, 1.02], [-0.62, 1.60, 0.11], [0.42, 0.33, -0.44], [-0.15, 0.45, 0.31], [-0.54, -0.72, -0.48], [0.01, 1.05, -0.05], [0.27, 1.27, -0.16], [0.53, -0.76, 0.41], [-0.95, -0.07, -0.25], [0.89, -0.35, -0.37], [1.34, -0.15, -0.52], [-0.40, 0.47, 0.63], [-0.18, -0.27, -0.68], [-0.15, 0.51, 0.52], [-0.61, 0.62, 0.69], [0.60, -0.35, -0.32], [0.54, -0.72, 1.77], [-0.17, 2.53, 1.47], [-0.62, 0.04, -2.88], [0.48, -2.41, -0.51], [0.52, 0.12, 0.09], [-0.04, 0.35, 0.18], [0.03, 0.17, 0.38], [-0.01, -0.28, -0.18], [-0.09, -0.17, -0.02], [-0.09, 0.18, 0.03], [0.15, 0.22, 0.01], [0.16, -0.21, 0.17], [-0.13, -0.01, 0.00], [0.17, -0.14, -0.08], [0.20, 0.10, -0.04], [-0.08, 0.04, 0.30], [-0.15, -0.12, -0.30], [-0.22, 0.21, -0.10], [-0.08, 0.08, 0.24], [0.19, -0.24, 0.03], [0.05, 0.06, 0.10], [0.13, -0.09, 0.29], [0.04, -0.21, 0.01], [-0.03, 0.11, -0.02], [-0.19, -0.70, -0.02], [-0.14, 0.90, -0.03], [0.05, -0.03, 0.15], [0.47, 0.16, 0.04], [0.24, -0.12, 0.04]],
  "e_lumo_ev": [-6.94, -9.29],
  "gap_ev": [5.0, 2.7],
  "s_squared": 3.797,
  "total_charge": 2,
  "de_lowest_kcal_mol": 0.0,
  "e_tot_ev": -58414.6635,
  "multiplicity": 4
}

***

4.
{
  "formula": "C5H8FNO9S2",
  "method": "ωB97M-V with the def2-TZVPD basis set",
  "elements": ["N", "C", "O", "O", "S", "O", "O", "O", "C", "C", "C", "O", "C", "O", "S", "O", "O", "F", "H", "H", "H", "H", "H", "H", "H", "H"],
  "coordinates": [[0.88225, -1.75606, -0.37959], [1.19296, -0.39502, -0.81408], [0.93566, -0.42967, -2.17089], [2.58447, -0.17762, -0.42562], [2.49432, 0.03296, 1.20911], [3.50442, 0.87192, 1.73746], [2.52724, -1.20634, 1.91822], [0.95775, 0.68346, 1.24249], [0.47019, 0.78658, -0.10510], [-1.06049, 0.84899, -0.33195], [-1.75647, -0.36720, 0.33273], [-3.18444, -0.17385, 0.43854], [-3.68034, -1.43454, 0.78763], [-4.25190, -2.11740, 0.04695], [1.01490, 2.52582, -0.55051], [0.48383, 3.39618, 0.44043], [0.58157, 2.87543, -1.85850], [2.60838, 2.62883, -0.47844], [1.67306, -2.38062, -0.49748], [0.48307, -1.80499, 0.55189], [0.58962, -1.31186, -2.37787], [-1.48291, 1.82932, -0.05356], [-1.20115, 0.73246, -1.42649], [-1.62731, -1.22548, -0.36725], [-1.29387, -0.69501, 1.29193], [-3.44481, -1.73628, 1.83995]],
  "atomic_forces_ev_per_a": [[-1.52, 0.77, 0.46], [-0.70, -2.20, -1.07], [1.07, 1.34, 0.09], [-0.21, 1.02, 1.18], [1.53, -1.18, 1.40], [-0.56, 1.66, -1.41], [-1.53, -0.46, -0.97], [0.80, -0.69, -0.32], [0.45, 0.12, 0.20], [-0.13, -0.62, 0.15], [0.22, -0.57, -0.76], [0.73, -0.58, 0.37], [1.18, 1.58, 1.88], [-1.43, -1.35, -1.64], [-0.88, 2.33, -1.18], [0.69, -0.80, 1.10], [0.81, -1.13, -0.62], [-1.40, -0.70, 0.02], [0.05, 0.34, 0.31], [0.44, -0.30, -0.09], [0.23, 0.20, 0.28], [0.22, -0.56, 0.25], [0.21, 0.29, 0.60], [0.14, 0.50, 0.44], [-0.41, 0.61, -0.24], [-0.02, 0.39, -0.41]],
  "e_lumo_ev": 0.02,
  "gap_ev": 11.4,
  "de_lowest_kcal_mol": 35.7,
  "e_tot_ev": -49616.9278
}